{"formula": "C22H27N3O2", "method": "ωB97M-V/def2-TZVPD", "elements": ["N", "H", "C", "C", "C", "O", "C", "N", "C", "C", "C", "H", "C", "C", "N", "C", "H", "H", "H", "H", "H", "H", "C", "H", "C", "H", "H", "H", "H", "C", "H", "C", "C", "H", "H", "C", "C", "O", "C", "C", "C", "H", "C", "H", "H", "H", "H", "H", "C", "H", "H", "H", "H", "H"], "xyz": [[-2.880967, -0.879262, -4.935513], [-2.475741, -0.862902, -6.965096], [-1.191533, 0.108178, -1.802982], [-1.367493, -1.065069, -1.010952], [-0.752091, -1.173672, 0.272584], [3.682376, -1.215626, 0.941247], [-1.593548, 0.132047, -3.126343], [0.607116, -3.923755, -1.418756], [-1.560192, 1.018389, 1.253361], [-1.435002, 1.988083, 2.232036], [-1.186211, 3.953833, 4.315305], [5.615642, -1.955996, 0.695928], [-0.641950, -0.079204, 1.181432], [-2.035976, -0.470629, -6.039985], [-0.128372, 3.009478, 4.008063], [0.620360, 0.923488, 3.014414], [-4.342111, -1.613963, -6.219335], [-0.686648, 0.974274, -1.367680], [4.883772, -2.235619, 2.301842], [-1.330196, 4.692714, 3.510877], [-2.397380, 1.065881, 0.553816], [-2.179743, 2.783394, 2.313003], [-4.275146, -1.111213, -5.248760], [-2.273820, -3.034447, -0.973669], [4.987688, -1.513616, 1.480817], [1.103143, -0.953750, 2.109467], [5.751649, 0.475732, 1.148714], [1.488548, 0.896176, 3.671922], [-3.384728, -2.787710, -3.190276], [-0.303531, 2.005084, 3.097543], [-1.953755, 0.624580, -6.121736], [1.188014, -3.104409, -0.802002], [0.416511, -0.107126, 2.128265], [4.984173, 0.253130, 2.736122], [1.606292, -1.026684, -0.427196], [5.604497, -0.228378, 1.973533], [-2.413764, -0.906802, -3.639449], [3.609231, -3.438020, 0.496933], [1.764084, -2.055706, -0.119131], [3.065964, -2.338994, 0.443758], [-2.148021, -2.122446, -1.557867], [-1.331912, 0.971036, -3.775208], [-2.740602, -2.000653, -2.794046], [-4.739382, -1.726636, -4.473296], [-0.611810, -2.174130, 0.694600], [-2.138220, 3.431689, 4.479395], [6.580101, -0.446840, 2.412447], [-4.832524, -0.162590, -5.322316], [1.174303, 3.373314, 4.530376], [-0.900400, 4.483643, 5.230825], [1.872033, 2.534126, 4.477756], [1.603307, 4.220805, 3.969544], [-1.025558, -0.889474, -5.919359], [1.049521, 3.686243, 5.575029]], "atomic_forces_ev_per_a": [[0.06, -0.30, -0.23], [0.20, 0.14, 0.20], [0.20, -0.39, -0.02], [-0.08, 0.27, -0.29], [-1.09, -0.43, 0.20], [0.38, -0.39, 0.11], [-0.18, -0.13, 0.00], [0.90, 1.35, 1.23], [0.54, -0.60, -0.11], [0.27, 0.11, 0.08], [-0.05, 0.01, -0.28], [-0.24, -0.04, 0.23], [0.33, 0.81, 0.62], [0.21, 0.39, 0.26], [-0.11, -0.05, 0.19], [-0.18, 0.15, -0.05], [-0.14, -0.06, 0.23], [0.06, -0.37, -0.23], [0.03, 0.07, -0.30], [0.00, -0.05, 0.18], [0.20, -0.09, 0.25], [0.27, -0.33, -0.14], [0.00, -0.06, 0.09], [0.04, 0.23, -0.18], [-0.05, 0.12, 0.01], [-0.10, 0.28, -0.10], [-0.04, -0.05, 0.12], [-0.33, -0.12, -0.23], [0.31, 0.16, 0.20], [-0.07, -0.31, -0.19], [0.01, -0.15, -0.17], [-1.73, -1.83, -2.15], [-0.25, 0.20, 0.12], [0.05, -0.07, -0.09], [-0.02, -0.26, -0.29], [-0.03, 0.23, -0.03], [0.08, -0.05, 0.45], [-0.41, 0.89, 0.06], [0.95, 0.84, 0.40], [0.00, -0.72, 0.25], [0.27, 0.07, 0.13], [-0.17, -0.21, 0.29], [0.05, 0.21, -0.11], [-0.01, 0.11, -0.24], [-0.01, 0.36, -0.33], [0.24, 0.13, 0.01], [-0.02, 0.04, 0.00], [0.06, -0.17, 0.04], [0.10, 0.02, 0.07], [-0.21, -0.10, -0.23], [-0.15, 0.35, 0.13], [-0.06, -0.20, 0.10], [-0.30, 0.15, -0.04], [0.22, -0.16, -0.20]], "total_charge": 0, "fmax_ev_per_a": 3.3, "homo_energy_ev": -6.687, "total_energy_ha": -1169.1433, "de_lowest_kj_mol": 552.13}

=====

{"formula": "C22H27N3O3S", "method": "ωB97M-V/def2-TZVPD", "elements": ["C", "C", "H", "C", "H", "H", "H", "C", "H", "H", "C", "H", "N", "C", "H", "C", "C", "C", "H", "H", "H", "C", "H", "N", "C", "H", "N", "C", "H", "C", "H", "C", "C", "H", "H", "O", "C", "C", "H", "H", "H", "H", "C", "H", "O", "C", "H", "C", "H", "O", "C", "S", "H", "H", "H", "C"], "xyz": [[2.204476, -0.363161, 0.438255], [-3.307406, 1.224586, -0.041407], [-3.727240, 0.234992, -0.220865], [-0.918628, -2.148224, 0.644219], [0.111994, -2.511245, 2.474953], [-3.872523, -3.526886, -0.230771], [6.190523, 0.248183, 0.964170], [-2.042139, -2.436798, -0.125714], [3.394930, 1.138538, -2.206910], [3.514951, 2.132770, 2.701937], [-1.195095, 0.928816, -3.208059], [-0.582355, 3.767256, 0.647423], [-0.126929, -0.510683, -0.933226], [3.135284, 1.345849, -1.162580], [2.364880, 2.169685, 1.367184], [0.117530, -1.235350, 0.162717], [5.619932, 0.996281, 1.507234], [-1.012160, 2.788334, 0.427985], [4.120779, -1.111054, 0.905269], [3.254557, -0.424935, 2.283190], [-2.162421, -1.980289, -1.093807], [-0.769098, -2.744655, 1.897086], [5.614548, 0.747086, 2.564349], [-2.397436, 1.539517, -1.127181], [-3.000192, -3.304503, 0.365577], [-1.029573, 3.022435, -1.725159], [1.239684, -1.163693, 0.868089], [3.473893, -0.289105, 1.224183], [-1.150903, 0.036147, -3.832954], [0.821723, 0.303344, -1.346856], [-1.789554, 0.446589, 1.283494], [4.191860, 1.047022, 0.964992], [2.060227, 0.411606, -0.707479], [3.835161, 3.151306, 1.293355], [-2.401515, -3.987015, 4.384011], [-1.904388, 2.501556, 1.476200], [-1.734760, 2.806790, -0.926042], [3.422330, 2.200027, 1.621495], [-3.599673, -4.566510, 1.985809], [-0.642429, -3.945242, 4.209399], [-3.213827, 1.120225, 2.124416], [-2.500367, 3.593343, -0.902037], [-2.536539, 1.253938, 1.280169], [6.100748, 1.960256, 1.367615], [4.334955, 1.234523, -0.441588], [-1.725376, -3.614628, 2.389909], [-0.208408, 2.036300, 0.402113], [-2.846305, -3.888164, 1.610257], [-4.108854, 1.971776, -0.018586], [-2.914990, -0.345224, -2.230260], [-1.569092, -4.257263, 3.735263], [0.511799, 1.345712, -2.727874], [-1.521183, 1.775302, -3.815978], [-1.562855, -5.342189, 3.638103], [2.744533, 2.378811, -1.124514], [-2.215148, 0.643084, -2.116860]], "atomic_forces_ev_per_a": [[-0.06, 0.28, -0.39], [0.01, -0.22, 0.36], [-0.02, 0.12, 0.04], [-0.47, -0.46, 0.21], [0.05, -0.02, 0.08], [-0.08, -0.02, -0.06], [0.07, -0.11, -0.03], [0.24, 0.12, 0.02], [-0.06, 0.08, 0.07], [-0.02, 0.00, 0.12], [0.50, -0.24, 0.06], [0.03, -0.04, -0.06], [-0.11, -0.25, -0.04], [-0.12, 0.27, -0.28], [-0.13, 0.06, 0.01], [0.52, 0.41, -0.19], [-0.37, 0.03, -0.28], [0.10, 0.15, -0.34], [0.04, -0.01, 0.05], [-0.01, 0.00, 0.00], [-0.01, 0.05, -0.09], [-0.09, 0.03, -0.11], [0.01, -0.02, 0.13], [-0.12, 0.10, 0.21], [-0.09, -0.08, 0.05], [-0.12, 0.03, 0.09], [0.01, -0.26, 0.26], [0.18, 0.25, -0.23], [-0.17, 0.15, 0.10], [0.19, 0.04, 0.00], [-0.08, 0.06, 0.02], [0.18, -0.11, 0.63], [-0.10, -0.23, 0.21], [0.05, 0.10, -0.01], [-0.01, -0.02, 0.10], [-0.04, 0.16, 0.14], [0.22, 0.27, 0.23], [0.14, -0.18, -0.31], [-0.09, -0.07, 0.04], [0.05, -0.01, 0.08], [0.02, -0.07, -0.06], [0.08, -0.01, -0.02], [-0.27, -0.19, -0.16], [0.07, 0.12, 0.02], [0.09, -0.11, 0.03], [-0.03, 0.00, -0.03], [-0.02, 0.07, 0.00], [0.05, 0.05, -0.02], [0.00, -0.07, 0.02], [-0.19, -0.21, -0.22], [-0.04, -0.01, -0.01], [0.10, 0.03, -0.20], [0.02, -0.01, 0.00], [0.02, -0.07, 0.07], [0.09, -0.09, -0.01], [-0.18, 0.17, -0.29]], "total_charge": 0, "fmax_ev_per_a": 0.7, "homo_energy_ev": -8.534, "total_energy_ha": -1642.7447, "smiles": "Cc1cccc(-c2nc3c(c(SCC(=O)N4CCOCC4)n2)COC(C)(C)C3)c1", "de_lowest_kj_mol": 171.34}